# 1
The following is a quantum chemistry calculation of C7H12 in the gas phase at a distorted geometry, from the Open Molecules 2025 dataset.

Computed properties:
Highest occupied orbital energy, eV: -8.99
SMILES: C1=CCCCCC1
LUMO level, eV: 1.059
Gap between HOMO and LUMO, eV: 10.05
ΔE to the lowest compared entry with this formula, charge and spin, kcal/mol: 135.7
Electronic energy, eV: -7447.548

CARTESIAN COORDINATES (ANGSTROEM)
C: 0.640 1.426 -0.141
C: -1.866 0.320 0.004
C: 1.926 0.375 0.146
C: 1.511 -1.215 -0.103
C: -1.559 -1.194 0.037
C: 0.081 -0.998 -0.056
C: -0.695 1.400 0.070
H: 2.836 0.606 -0.464
H: -1.182 2.283 -0.098
H: -2.128 -1.485 -0.823
H: -2.257 0.501 1.053
H: 0.056 -0.389 -0.936
H: -2.100 -1.630 0.890
H: -0.027 -0.305 0.818
H: -2.581 0.589 -0.925
H: 1.986 -1.478 -0.985
H: 2.063 -1.823 0.658
H: 2.326 0.574 1.211
H: 0.970 2.442 -0.356

Here is what Mulliken gives for the atomic charges, in e: -0.44 -0.40 -0.66 -0.62 -0.75 -0.76 -0.50 0.41 0.40 0.33 0.29 0.48 0.35 0.29 0.35 0.34 0.28 0.27 0.34

***

# 2
The following is a quantum chemistry calculation of a molecular structure, C44H33BrEuF4N6O4PS at a distorted geometry, from the Open Molecules 2025 dataset.

Computed properties:
Highest occupied orbital energy (spin up / spin down), eV: -4.86 / -7.60
Spin multiplicity: 7
LUMO level (spin up / spin down), eV: 0.403 / -2.307
Gap between HOMO and LUMO (spin up / spin down), eV: 5.26 / 5.29
ΔE to the lowest compared entry with this formula, charge and spin, kcal/mol: 111.4
Electronic energy, eV: -183657.106

CARTESIAN COORDINATES (ANGSTROEM)
Eu: -0.092 0.225 -0.207
Br: 0.753 2.822 1.425
S: -1.165 0.569 -2.841
P: 1.810 -0.273 1.897
F: 1.847 4.631 3.631
F: 3.411 4.035 5.766
F: 3.512 -0.473 4.406
F: 4.247 1.466 6.165
O: 1.749 1.069 -0.787
O: -1.424 0.386 1.468
O: -0.432 1.581 -3.548
O: -0.372 -0.591 -2.424
N: -2.981 2.942 -2.150
N: -1.098 -1.985 0.105
N: -1.742 2.920 -0.121
N: -1.728 1.099 -1.445
N: 1.604 -1.761 -0.431
N: -6.043 -1.265 -5.617
C: 3.968 1.560 -3.572
C: -3.065 -1.275 -3.488
C: 4.425 0.260 -3.810
C: 1.098 -1.363 3.191
C: -5.473 -0.076 0.813
C: 2.994 -0.558 -2.028
C: 5.517 0.311 0.460
C: -2.188 4.128 0.154
C: 4.179 -1.881 1.509
C: 5.483 -2.008 1.058
C: -0.027 -0.775 3.775
C: -4.898 -0.844 -4.987
C: 3.546 -0.648 1.469
C: 3.073 1.813 -2.569
C: -3.626 1.160 1.738
C: 1.063 -3.060 -0.095
C: 3.475 1.763 5.118
C: 0.722 -3.312 4.545
C: -4.600 -1.020 0.341
C: 6.155 -0.918 0.531
C: -3.214 -0.916 0.545
C: 4.227 0.444 0.930
C: -3.187 0.822 -4.662
C: -3.425 4.145 -1.840
C: -0.771 -1.449 4.720
C: -4.234 -1.690 -4.092
C: -4.971 1.016 1.529
C: -2.546 -0.026 -3.778
C: 1.871 2.378 2.926
C: 2.422 -1.715 -1.424
C: 2.559 0.777 -1.748
C: 3.089 0.780 4.214
C: -4.355 0.415 -5.269
C: 3.051 3.075 4.916
C: 3.943 -0.770 -3.047
C: 2.249 3.376 3.820
C: 1.467 -2.639 3.588
C: -2.680 0.219 1.247
C: 2.283 1.062 3.116
C: -2.379 -1.942 0.009
C: -0.409 -3.096 -0.523
C: -3.065 4.808 -0.677
C: -0.400 -2.729 5.105
C: -2.169 2.352 -1.268
H: -2.745 1.788 -4.847
H: 5.135 0.074 -4.601
H: 5.966 -2.972 1.111
H: -4.870 1.060 -5.966
H: -4.098 4.588 -2.565
H: -6.533 -0.176 0.631
H: -0.327 0.216 3.456
H: -2.911 -2.759 -0.502
H: -2.534 -1.911 -2.798
H: -6.536 -2.038 -5.204
H: 6.022 1.162 0.027
H: 1.604 -3.875 -0.605
H: 2.339 -3.120 3.180
H: -0.856 -4.062 -0.252
H: -5.659 1.748 1.927
H: -0.446 -2.974 -1.616
H: -3.428 5.793 -0.437
H: 3.727 1.402 0.867
H: -6.631 -0.555 -6.021
H: -3.228 2.015 2.267
H: 4.334 2.369 -4.191
H: 1.115 -3.200 0.990
H: -4.654 -2.664 -3.880
H: -4.976 -1.880 -0.200
H: 2.718 -2.659 -1.911
H: -1.808 4.569 1.066
H: 1.030 -4.302 4.849
H: 2.717 2.815 -2.377
H: -0.988 -3.270 5.831
H: 7.166 -1.029 0.170
H: 4.299 -1.778 -3.220
H: 3.670 -2.750 1.887
H: -1.643 -0.979 5.151

Here is what Mulliken gives for the atomic charges, in e: -0.86 0.08 1.65 0.70 -0.33 -0.30 -0.36 -0.30 0.43 0.23 -0.81 -0.52 -0.53 0.30 0.29 0.64 1.44 -0.54 -0.49 -0.11 -0.93 1.64 -0.55 1.66 -0.58 -0.09 -0.43 -0.95 -0.80 1.20 1.58 -1.12 -0.40 -1.12 0.39 -0.91 -1.09 -0.77 1.29 -0.63 -0.53 -0.49 -0.68 -1.06 -0.86 -0.62 0.42 -1.20 0.19 0.02 -0.81 0.44 -0.92 0.42 -0.29 0.14 -0.97 -0.72 -0.83 -0.95 -0.77 0.14 0.50 0.42 0.45 0.31 0.46 0.43 0.20 0.22 0.34 0.21 0.46 0.58 0.24 0.66 0.44 0.18 0.42 0.16 0.21 0.49 0.45 -0.04 0.32 0.39 0.15 0.42 0.47 0.44 0.38 0.41 0.41 0.26 0.47

***

# 3
The following is a quantum chemistry calculation of C10H13N3S in the gas phase at a distorted geometry, from the Open Molecules 2025 dataset.

Computed properties:
Highest occupied orbital energy, eV: -8.23
SMILES: CN1CCN=C1CSc1cccnc1
LUMO level, eV: 0.714
Gap between HOMO and LUMO, eV: 8.94
ΔE to the lowest compared entry with this formula, charge and spin, kcal/mol: 52.0
Electronic energy, eV: -25884.894

CARTESIAN COORDINATES (ANGSTROEM)
S: 0.466 -1.646 0.079
N: -1.634 1.377 0.766
N: 3.964 -0.220 -0.451
N: -2.534 -0.213 -0.538
C: 1.642 -0.439 -0.112
C: 2.895 -0.958 -0.476
C: -0.795 -0.825 1.212
C: 1.554 0.872 0.226
C: -3.449 0.921 -0.758
C: -1.691 0.117 0.495
C: -2.509 2.040 -0.188
C: -3.061 -1.631 -0.335
C: 2.675 1.680 0.114
C: 3.883 1.041 -0.152
H: -3.587 -1.843 -1.251
H: -0.323 -0.331 2.081
H: -3.763 -1.607 0.525
H: -3.761 1.063 -1.757
H: 4.928 1.584 0.016
H: -4.275 0.879 0.008
H: -2.223 -2.315 -0.220
H: 2.967 -1.995 -0.762
H: -1.209 -1.814 1.553
H: 0.597 1.211 0.496
H: 2.629 2.749 0.114
H: -1.823 2.378 -0.963
H: -3.057 2.871 0.304

Here is what Mulliken gives for the atomic charges, in e: -0.21 -0.60 -0.54 0.03 0.81 -0.53 -1.17 -0.24 -0.53 0.69 -0.60 -1.04 -0.66 -0.22 0.37 0.44 0.35 0.36 0.24 0.29 0.32 0.38 0.46 0.55 0.42 0.30 0.33

***

# 4
The following is a quantum chemistry calculation of C4H7NO in the gas phase, from the Open Molecules 2025 dataset.

Computed properties:
Highest occupied orbital energy, eV: -9.84
SMILES: O=CC[C@H]1CN1
LUMO level, eV: 1.056
Gap between HOMO and LUMO, eV: 10.90
ΔE to the lowest compared entry with this formula, charge and spin, kcal/mol: 49.4
Electronic energy, eV: -7797.502

CARTESIAN COORDINATES (ANGSTROEM)
O: -2.173 -0.840 1.131
N: 1.514 0.907 -0.360
C: -0.928 0.412 -0.452
C: -1.799 -0.740 -0.013
C: 0.340 0.463 0.381
C: 1.438 -0.485 0.083
H: 0.227 0.771 1.420
H: 2.080 -0.812 0.898
H: -1.484 1.354 -0.351
H: -2.027 -1.540 -0.756
H: 2.149 1.440 0.226
H: -0.636 0.287 -1.496
H: 1.300 -1.217 -0.711

Here is what Mulliken gives for the atomic charges, in e: -0.47 -0.59 -0.63 0.07 -0.03 -0.41 0.39 0.28 0.29 0.33 0.25 0.31 0.22

***

# 5
The following is a quantum chemistry calculation of a molecular structure, C12H21BBr15N4O3 at a distorted geometry, from the Open Molecules 2025 dataset.

Computed properties:
Highest occupied orbital energy, eV: -11.62
Net charge: +1
LUMO level, eV: -3.669
Gap between HOMO and LUMO, eV: 7.96
ΔE to the lowest compared entry with this formula, charge and spin, kcal/mol: 108.0
Electronic energy, eV: -1076189.527

CARTESIAN COORDINATES (ANGSTROEM)
Br: -2.962 -3.073 0.024
Br: -1.736 5.924 5.006
Br: 0.473 -5.988 -1.850
Br: -3.105 -0.717 2.150
Br: 5.789 2.864 1.319
Br: -1.023 -3.067 2.537
Br: -2.413 -4.799 -1.415
Br: 7.810 0.957 -0.226
Br: 6.551 3.463 -1.704
Br: -5.608 3.818 3.183
Br: -3.886 7.688 3.473
Br: -1.975 -7.083 -3.566
Br: -5.149 2.800 0.195
Br: -2.695 3.060 2.222
Br: -3.989 7.455 6.639
O: 1.949 -2.790 -0.613
O: -1.890 0.926 -2.992
O: -2.061 2.527 -1.177
N: -0.007 -0.907 -0.297
N: 3.664 -1.314 -0.736
N: -2.039 -1.290 -1.235
N: -0.166 -2.293 -2.215
C: -2.172 0.060 -0.626
C: 1.362 -0.471 -0.568
C: -4.580 2.703 2.021
C: -2.753 -2.591 1.883
C: -0.686 -1.526 -1.264
C: 2.344 -1.645 -0.650
C: -0.971 0.046 0.344
C: -3.547 6.571 4.998
C: -1.412 -6.380 -1.884
C: 4.054 0.095 -0.779
C: 4.448 -2.197 -1.627
C: 7.157 2.753 -0.028
B: -2.023 1.246 -1.679
H: 3.784 -2.804 -2.244
H: -1.652 1.672 -3.557
H: -3.495 -3.147 2.439
H: 1.663 0.161 0.270
H: 3.820 0.585 0.168
H: -1.607 -7.123 -1.123
H: -4.741 1.678 2.324
H: -3.114 0.123 -0.078
H: 1.387 0.149 -1.472
H: 3.595 0.653 -1.605
H: 5.080 -1.574 -2.260
H: 0.474 -3.055 -2.026
H: 5.085 -2.876 -1.057
H: -1.242 -0.335 1.333
H: 5.134 0.157 -0.897
H: -4.187 5.705 4.910
H: -0.492 1.015 0.488
H: -2.448 -1.999 -0.619
H: -0.548 -2.164 -3.141
H: -1.234 2.993 -1.025
H: 7.985 3.361 0.309

Here is what Mulliken gives for the atomic charges, in e: 0.04 -0.03 -0.02 -0.05 -0.01 0.01 0.05 -0.01 0.00 -0.03 0.01 -0.01 -0.02 0.01 -0.01 -0.68 -0.56 -0.52 0.72 0.16 -0.35 -0.10 -0.08 -1.13 -0.14 -0.37 -0.06 0.55 -0.63 0.00 -0.37 -0.76 -0.96 -0.33 0.63 0.33 0.32 0.49 0.69 0.32 0.39 0.16 0.25 0.39 0.30 0.38 0.10 0.27 -0.33 0.17 -0.01 0.53 0.40 0.24 0.29 0.34

***

# 6
The following is a quantum chemistry calculation of 11 unconnected molecules or ions with the total composition C44H121N11O11 at a distorted geometry, from the Open Molecules 2025 dataset.

Computed properties:
Highest occupied orbital energy (spin up / spin down), eV: 0.62 / -6.23
Spin multiplicity: 2
Net charge: -1
LUMO level (spin up / spin down), eV: 1.894 / 1.846
Gap between HOMO and LUMO (spin up / spin down), eV: 1.27 / 8.08
ΔE to the lowest compared entry with this formula, charge and spin, kcal/mol: 22.6
Electronic energy, eV: -86493.472

CARTESIAN COORDINATES (ANGSTROEM)
O: 5.781 0.709 -1.748
O: -4.129 -3.969 0.907
O: 1.880 -0.913 4.877
O: -5.302 -1.495 -1.287
O: -1.670 0.638 0.994
O: 0.253 -4.666 0.066
O: 1.864 7.728 -2.355
O: 1.885 7.333 2.509
O: 3.769 0.382 -7.941
O: 4.964 -4.890 -3.600
O: -6.726 1.325 3.072
N: 2.854 3.749 1.768
N: 3.493 0.755 1.111
N: 1.169 -0.797 -5.620
N: 2.042 -6.823 2.582
N: 2.680 1.770 3.861
N: -6.133 -5.693 2.317
N: -10.070 0.405 4.185
N: 2.598 -3.214 -5.192
N: 1.502 2.154 -0.367
N: -7.061 1.557 -2.351
N: 2.148 4.061 -2.794
C: 1.688 -3.129 -3.076
C: -5.863 0.711 -2.251
C: 2.761 8.794 -1.992
C: 2.075 4.931 1.717
C: 4.915 0.031 -8.635
C: -8.921 1.247 4.109
C: 2.095 2.765 5.933
C: 1.541 5.354 -2.791
C: 3.190 -0.567 -7.035
C: 2.229 8.384 3.401
C: 2.498 1.256 -5.381
C: 0.262 5.237 -1.901
C: 1.715 -5.648 1.767
C: -7.782 0.439 3.379
C: -5.023 -2.269 -2.395
C: -4.698 -5.853 2.436
C: 3.520 -4.834 -3.677
C: 0.697 4.536 2.213
C: 5.009 1.297 -0.703
C: 3.050 -3.408 -3.810
C: 7.125 0.543 -1.366
C: 0.162 1.572 -0.320
C: -0.001 -3.481 0.813
C: 0.831 -1.948 4.926
C: 0.525 -5.839 0.881
C: -4.455 -7.376 2.581
C: -4.387 -3.015 1.882
C: -0.086 0.851 -1.639
C: 2.553 1.457 5.289
C: 5.482 -6.072 -2.924
C: 3.723 -0.996 -0.561
C: 4.459 0.144 0.177
C: 2.692 6.098 2.570
C: 3.008 -5.305 0.962
C: -4.694 1.530 -1.692
C: 2.478 6.436 -2.207
C: 2.006 0.134 -6.369
C: 1.486 0.270 5.505
C: -0.207 0.698 0.897
C: -3.795 -5.259 1.345
C: -5.534 0.590 2.683
C: -8.441 1.564 5.523
C: -2.163 -0.425 1.834
C: -6.324 -0.561 -1.448
H: -4.758 -1.674 -3.269
H: 3.269 -5.530 -4.477
H: -4.803 -7.989 1.750
H: 2.611 6.304 -1.133
H: 7.258 0.105 -0.377
H: 3.319 0.721 -4.904
H: 5.091 -6.276 -1.927
H: 2.026 2.589 7.007
H: 1.285 0.561 -7.066
H: 3.439 6.400 -2.719
H: -3.413 -7.607 2.802
H: 3.002 4.012 -3.331
H: -4.659 1.240 2.681
H: -0.312 4.328 -2.079
H: 1.835 2.739 0.387
H: -3.236 -0.539 1.680
H: 1.781 2.796 -1.095
H: -9.224 2.145 6.010
H: 1.319 0.040 6.557
H: 3.783 1.688 1.367
H: -6.299 -4.736 2.042
H: -7.480 2.077 5.562
H: 3.658 -1.887 0.064
H: 3.855 -2.711 -3.577
H: 4.361 -1.243 -1.410
H: 3.946 -5.505 1.480
H: -5.175 -3.367 2.548
H: 3.069 0.938 3.440
H: -1.752 -1.380 1.507
H: 1.938 9.355 3.001
H: 2.246 5.267 0.695
H: -6.801 2.265 -3.023
H: -0.429 -2.741 0.137
H: 0.924 -3.864 -3.330
H: -9.102 2.126 3.492
H: 1.812 -2.983 -2.003
H: 2.072 9.567 -1.651
H: 5.595 1.931 -0.038
H: 1.653 8.095 4.281
H: 7.742 1.438 -1.295
H: 0.691 0.141 -1.925
H: 2.781 -0.699 -1.022
H: 0.544 0.559 5.040
H: 1.100 -2.684 4.168
H: -7.208 2.028 -1.470
H: 0.828 -6.630 0.195
H: 0.768 -2.473 5.879
H: 2.765 3.593 5.701
H: -8.428 0.636 6.094
H: -2.754 -5.324 1.661
H: 2.662 0.924 0.563
H: -1.023 0.305 -1.745
H: 0.386 -0.263 -5.272
H: -3.508 -2.916 2.519
H: -9.871 -0.383 4.785
H: 1.383 -2.130 -3.387
H: -1.950 -0.255 2.889
H: 2.844 -1.361 -7.696
H: -7.200 -0.977 -1.946
H: 2.813 5.693 3.575
H: 7.490 -0.145 -2.129
H: 3.353 -3.265 -5.861
H: 1.702 1.423 -4.655
H: 3.245 9.177 -2.890
H: -3.777 -5.990 0.537
H: -5.026 -7.698 3.451
H: -8.235 -0.044 2.513
H: 0.400 5.355 -0.827
H: 3.554 1.239 5.660
H: 1.304 5.572 -3.832
H: 3.919 -0.968 -6.331
H: 3.022 3.452 2.719
H: 0.883 -3.024 1.256
H: -4.134 -2.886 -2.259
H: -5.640 0.337 -3.250
H: -0.450 2.474 -0.289
H: -3.879 0.873 -1.388
H: -4.341 2.355 -2.310
H: -5.796 -2.956 -2.738
H: 0.097 4.122 1.403
H: -0.670 -3.718 1.641
H: -6.597 -0.367 -0.410
H: 5.318 -0.263 0.710
H: -6.511 -6.355 1.654
H: 0.749 3.846 3.055
H: -10.359 -0.101 3.360
H: -0.114 1.664 -2.364
H: 6.556 -6.036 -2.738
H: 1.513 -4.825 2.453
H: 2.765 2.225 -5.802
H: 2.990 -4.231 0.775
H: -0.428 6.059 -2.091
H: 3.731 3.984 1.326
H: 0.219 -0.298 0.782
H: 2.789 -6.448 3.149
H: 1.524 3.415 -3.256
H: -7.369 -0.340 4.020
H: 5.258 -6.882 -3.619
H: 2.200 -2.287 -5.235
H: 4.255 1.971 -1.109
H: 3.456 8.506 -1.203
H: 1.130 3.154 5.608
H: -5.674 0.292 1.644
H: -4.543 -5.334 3.382
H: 3.314 8.419 3.499
H: -0.366 -6.175 1.412
H: 0.248 1.102 1.802
H: -0.121 -1.527 4.605
H: 0.834 -1.477 -6.288
H: 0.074 5.348 2.588
H: 3.709 6.271 2.217
H: 3.040 -5.854 0.021
H: -5.060 2.043 -0.803
H: 1.360 -7.048 3.291
H: 1.716 1.906 3.593
H: -4.518 -2.035 1.423
H: -5.254 -0.238 3.334
H: 5.773 0.117 -7.968
H: 4.923 -0.928 -9.153
H: 5.093 0.836 -9.349
H: 3.087 -5.260 -2.772

These are the Mulliken partial charges, in e, on atoms 1 to 99: -0.26 -0.01 0.11 0.13 -0.06 -0.33 -0.32 -0.31 -0.35 -0.34 -0.13 -0.85 -0.31 -0.70 -0.85 -0.32 -0.53 -0.77 -0.79 0.97 -0.76 -0.37 -1.27 0.57 -0.75 2.52 -0.82 0.33 -1.55 0.33 -0.87 -0.82 -1.04 -1.13 1.01 -0.55 -0.97 -0.08 -0.63 -0.78 -0.51 1.19 -0.80 1.34 -0.72 -1.17 -0.99 -1.62 -0.79 -1.54 0.13 -0.66 -0.89 0.45 -1.24 -0.51 -1.19 -0.22 0.36 -0.71 0.05 -0.65 -0.27 -1.35 0.25 -0.65 0.36 0.43 0.38 -0.11 0.33 0.30 0.21 0.54 0.47 0.34 0.49 0.21 0.18 0.36 -0.09 -1.24 -0.39 0.35 0.33 0.34 0.28 0.32 0.15 0.16 0.34 0.56 0.39 0.21 -0.02 0.22 -1.61 0.29 0.43

***

> Among the records above, which one has the highest ΔE to the lowest compared entry with this formula, charge and spin?

C7H12

***

> Which value of electronic energy does entry 4 give?

-7797.502 eV

***

> Look up the electronic energy of the first one.

-7447.548 eV